No. 1
Below is 2 unconnected molecules or ions with the total composition C3H12N3O, with properties calculated with the ωB97M-V functional and the def2-TZVPD basis.

Computed properties:
molecular weight = 106.15 g mol⁻¹
HOMO-LUMO gap = 0.365 hartree
LUMO energy = -2.950 eV
HOMO energy = -12.8906 eV
net charge = +1

Each line ends with the Mulliken charge.
Cartesian coordinates (Å):
O: -2.157 0.908 -0.354  -0.493
N: -0.584 2.399 -1.157  -0.479
N: -0.452 -0.959 0.614  -0.099
N: 0.295 0.030 -0.106  -0.427
C: 1.485 0.362 0.586  -0.883
C: -0.990 1.580 -0.141  0.210
C: 0.009 -2.265 0.141  -0.836
H: 2.121 -0.518 0.528  0.280
H: 1.180 0.393 1.651  0.397
H: -2.391 0.731 -1.222  0.315
H: -0.789 -2.942 0.213  0.394
H: 0.388 2.764 -1.019  0.284
H: -0.904 1.857 0.973  0.350
H: -0.730 2.047 -2.092  0.273
H: -1.478 -0.859 0.356  0.400
H: 0.854 -2.696 0.649  0.293
H: 0.128 -2.007 -0.926  0.358
H: -0.386 -0.679 1.610  0.393
H: 1.885 1.249 0.094  0.270


No. 2
Below is 12 unconnected molecules or ions with the total composition C62H85N7O24, with properties calculated with the ωB97M-V functional and the def2-TZVPD basis.

Computed properties:
molecular weight = 1312.39 g mol⁻¹
HOMO-LUMO gap = 0.306 hartree
LUMO energy = -0.680 eV
HOMO energy = -9.0175 eV

Each line ends with the Mulliken charge.
Cartesian coordinates (Å):
O: -3.054 -6.528 -0.498  -0.668
O: 1.678 0.763 0.950  -0.132
O: -2.772 -4.639 -1.464  -0.344
O: -1.007 6.339 -3.720  -0.588
O: -4.805 0.976 -2.749  -0.601
O: -0.088 -0.283 1.529  -0.093
O: 3.227 -1.880 1.899  -0.664
O: 7.884 -0.031 2.175  -0.232
O: 1.855 3.660 -2.907  -0.111
O: 4.633 3.414 -1.931  0.166
O: -4.321 -1.035 -3.287  -0.384
O: 4.044 4.040 2.694  -0.516
O: -3.539 -0.067 -0.331  -0.283
O: -3.241 -2.023 -5.616  -0.524
O: 0.078 3.626 5.027  -0.425
O: -3.780 -2.670 -7.583  -0.682
O: -5.254 0.982 0.454  -0.681
O: -3.385 -2.021 4.083  -0.470
O: -0.615 0.830 5.841  -0.501
O: -0.922 6.417 -5.862  -0.620
O: 6.983 4.884 2.274  -0.448
O: 5.802 0.704 0.577  0.424
O: 1.538 -1.702 3.203  -0.425
O: -2.181 -3.368 6.392  -0.348
N: -2.509 -5.446 -0.598  0.928
N: -4.678 -0.023 0.083  0.955
N: 2.692 -1.452 2.899  0.894
N: -1.094 5.850 -4.808  1.026
N: 0.721 0.058 0.701  0.236
N: -3.740 -2.827 -6.381  1.170
N: -4.949 -0.006 -3.436  1.273
C: -5.148 -6.248 -6.202  -0.419
C: 8.892 0.175 3.125  -0.936
C: 7.032 0.386 -0.014  -0.870
C: -1.104 -6.082 1.317  -0.650
C: 8.156 0.646 0.963  -0.326
C: -2.407 -3.030 3.941  1.050
C: -4.247 -4.247 -4.428  0.374
C: -3.172 -2.530 6.906  -0.656
C: -3.246 -1.068 3.036  0.442
C: -1.495 4.434 -4.927  -0.144
C: -0.069 -3.511 1.451  0.734
C: -5.380 -1.296 0.220  -0.709
C: -6.478 -1.180 -4.993  -0.326
C: -7.543 1.237 -5.820  -0.554
C: -2.467 -3.953 5.139  -1.068
C: 1.406 -0.020 -1.659  0.353
C: 1.093 -0.318 -2.977  -0.907
C: -5.156 -6.463 -4.835  -0.856
C: -7.029 -2.621 1.299  -0.583
C: -2.378 2.574 -6.185  -0.857
C: 4.284 3.832 -3.240  -0.649
C: -0.901 -3.842 0.394  0.239
C: 0.559 4.782 4.371  -0.593
C: 1.616 3.510 -1.521  -0.316
C: -4.737 -5.448 -3.965  -0.356
C: -6.659 -3.742 0.583  -0.710
C: -6.473 -1.386 1.070  -0.519
C: -1.656 2.274 -3.894  -0.417
C: -2.031 3.914 -6.097  -0.498
C: -7.395 -1.147 -6.017  -0.619
C: 8.312 4.591 1.892  -0.099
C: 0.400 2.471 4.308  -0.450
C: 0.480 -0.309 -0.675  -0.617
C: -4.703 -5.030 -6.688  -0.842
C: -0.725 -0.924 -0.996  -0.568
C: 3.409 -0.575 3.805  -0.170
C: -6.013 0.015 -4.446  0.121
C: -7.933 0.064 -6.436  -0.482
C: 2.810 -0.137 4.976  -0.518
C: 4.014 2.660 2.371  2.948
C: -1.322 3.627 -3.826  -0.163
C: -0.202 -5.753 2.308  -0.862
C: -0.542 1.318 4.503  0.272
C: -1.494 -5.107 0.409  -0.346
C: 2.932 4.528 -3.185  -0.745
C: -1.560 -0.200 6.000  -0.689
C: 4.730 1.272 5.420  -0.505
C: 0.298 -4.465 2.387  -0.541
C: 4.686 0.237 -0.160  -0.696
C: -0.126 -0.879 -3.299  -1.073
C: 6.067 4.517 1.273  0.722
C: -4.940 -2.409 -0.498  0.838
C: 4.627 4.809 1.667  -0.499
C: -5.582 -3.622 -0.312  -0.573
C: 5.360 0.730 4.306  -0.380
C: -4.276 -4.053 -5.810  -0.107
C: -1.066 -1.204 -2.317  0.344
C: -2.110 1.755 -5.095  -0.558
C: -6.541 1.228 -4.851  -0.520
C: 5.913 2.784 -1.944  -0.499
C: 4.701 -0.171 3.499  -0.184
C: 3.480 0.797 5.774  -0.744
H: -3.397 -1.625 2.101  -0.334
H: 3.440 2.457 1.464  -0.539
H: -1.132 -1.138 5.623  0.321
H: 6.610 3.569 -2.274  0.553
H: -4.163 -2.999 6.908  0.316
H: 0.806 2.776 -1.474  -0.178
H: 4.013 4.680 0.767  0.122
H: 7.145 0.981 -0.933  0.275
H: 6.182 2.647 -0.896  -0.566
H: -1.426 -2.544 3.956  -0.549
H: 9.851 -0.244 2.783  0.362
H: 3.046 0.994 6.746  0.408
H: -3.877 -3.494 -3.752  0.613
H: -1.875 -4.854 4.981  0.387
H: 2.928 5.394 -2.515  0.382
H: -6.199 2.144 -4.389  0.505
H: 0.973 -4.172 3.182  0.555
H: -0.401 -0.947 -4.347  0.544
H: 0.424 -2.545 1.470  -0.456
H: -1.563 1.684 4.309  0.553
H: -2.460 0.729 -5.066  0.694
H: -1.837 -0.299 7.050  0.210
H: -7.644 -2.047 -6.565  0.404
H: -5.552 -7.385 -4.431  0.403
H: 8.567 5.137 0.981  0.328
H: -5.407 -4.496 -0.928  0.244
H: 1.814 -0.411 5.294  0.665
H: -0.298 0.450 3.884  -0.094
H: -2.218 4.578 -6.930  0.462
H: -1.503 -7.085 1.274  0.496
H: -2.767 2.203 -7.122  0.514
H: 0.503 5.645 5.027  0.324
H: -2.282 -0.558 3.078  -0.212
H: 5.267 -0.567 2.666  0.766
H: -4.086 -0.376 3.096  0.367
H: -2.936 -2.291 7.945  0.301
H: 5.047 2.314 2.307  -0.838
H: 8.645 -0.411 4.008  0.283
H: 4.619 -0.850 -0.120  0.537
H: 5.040 4.477 -3.702  0.381
H: -6.795 -0.522 1.634  0.546
H: 0.231 -6.527 2.929  0.397
H: -7.109 -4.721 0.656  0.479
H: 3.817 0.764 0.226  -0.364
H: 8.956 4.837 2.730  0.305
H: 8.267 1.724 1.119  -0.474
H: 6.197 3.430 1.151  -0.947
H: 1.838 -0.082 -3.723  0.464
H: 2.740 4.929 -4.187  0.377
H: 4.528 5.849 1.976  0.414
H: 2.387 0.419 -1.542  0.037
H: 1.614 4.656 4.093  0.154
H: -2.551 -3.649 3.049  0.317
H: -3.494 -4.334 5.255  0.405
H: 0.490 2.698 3.239  0.290
H: -1.446 1.642 -3.043  0.604
H: -2.489 0.091 5.487  0.351
H: 3.538 2.093 3.170  -1.353
H: -6.021 -2.110 -4.681  0.440
H: -2.048 -1.538 -2.612  0.430
H: 4.755 0.568 -1.206  0.529
H: -7.801 -2.824 2.036  0.357
H: 9.097 0.224 0.591  0.602
H: -5.437 -7.056 -6.861  0.398
H: 6.053 1.898 -2.564  0.480
H: -4.844 -5.727 -2.925  0.391
H: -4.618 -4.932 -7.760  0.481
H: -1.476 -1.082 -0.236  1.063
H: 4.154 2.976 -3.916  0.301
H: 9.090 1.222 3.372  0.340
H: 2.382 3.094 -0.862  0.094
H: -1.143 -3.146 -0.397  0.281
H: 8.396 3.511 1.714  -0.204
H: -0.936 3.991 -2.884  0.519
H: 7.050 -0.633 -0.424  0.536
H: -8.596 0.166 -7.286  0.387
H: -4.105 -2.355 -1.180  0.543
H: 0.013 4.937 3.434  0.299
H: 1.405 2.087 4.551  -0.071
H: 5.218 2.064 5.973  0.438
H: -3.260 -1.562 6.409  0.213
H: 6.344 1.054 3.992  0.328
H: 1.271 4.455 -1.087  0.546
H: -7.946 2.174 -6.180  0.381
H: 6.238 4.988 0.297  0.578


No. 3
Below is a molecular structure, C6H7N, with properties calculated with the ωB97M-V functional and the def2-TZVPD basis.

Computed properties:
molecular weight = 93.13 g mol⁻¹
HOMO-LUMO gap = 0.329 hartree
LUMO energy = 0.822 eV
HOMO energy = -8.1338 eV

Each line ends with the Mulliken charge.
Cartesian coordinates (Å):
N: -2.579 -1.839 0.388  -0.600
C: -0.747 -0.332 -0.196  -0.339
C: -1.741 -1.007 0.322  0.483
C: -0.469 0.685 -1.449  -0.266
C: 0.940 1.245 -0.851  -0.603
C: 1.404 0.032 1.518  -1.197
C: 0.674 0.327 0.167  0.396
H: -2.527 -2.763 -0.031  0.270
H: 2.497 0.380 1.492  0.290
H: 1.476 -0.998 1.624  0.349
H: 1.476 2.078 -1.325  0.381
H: -0.289 0.197 -2.436  0.231
H: 1.016 0.446 2.402  0.311
H: -1.132 1.548 -1.626  0.293